Entry from OMol25: a structure of composition C20H35N7SY (ωB97M-V with the def2-TZVPD basis set).

XYZ file:
```
64
Properties=species:S:1:pos:R:3
Y 0.50204 -0.09384 1.15286
C 1.33148 -4.56488 0.22000
C 0.78397 -3.23784 0.62548
N 1.48650 -2.20678 0.93078
C 2.95647 -2.19188 0.93209
C 3.46195 -0.82749 0.45222
N 2.86182 0.28075 1.25252
C 3.17387 1.65142 0.74066
C 2.41917 1.99636 -0.53933
N 0.97199 1.63837 -0.47693
C 0.08857 2.69842 0.10293
C -1.38058 2.25814 0.00658
N -1.46318 0.83218 0.34022
C -2.54438 0.14990 0.35505
C -3.91729 0.68951 0.16726
C -2.34067 -1.33483 0.54631
C -3.35470 -2.27727 0.55536
C -3.00752 -3.62166 0.61493
C -1.66930 -4.00096 0.62952
C -0.70762 -3.00658 0.63250
N -1.05829 -1.71624 0.61481
H 2.10037 -4.43732 -0.54363
H 0.56868 -5.22211 -0.18422
H 1.80744 -5.06481 1.06847
H 3.39010 -2.96938 0.30476
H 3.29925 -2.37766 1.95320
H 3.19113 -0.68761 -0.59599
H 4.55027 -0.81777 0.51517
H 3.28163 0.23166 2.17773
H 4.24155 1.75753 0.54347
H 2.92047 2.35325 1.53573
H 2.85192 1.46611 -1.38602
H 2.55202 3.06067 -0.73663
H 0.66324 1.50256 -1.43533
H 0.21059 3.64133 -0.42776
H 0.37330 2.86362 1.14622
H -1.74223 2.40301 -1.01394
H -1.99331 2.87462 0.66411
H -3.90834 1.69839 -0.23720
H -4.42428 0.71975 1.13809
H -4.51114 0.05578 -0.49030
H -4.39498 -1.98465 0.50764
H -3.78188 -4.37830 0.62588
H -1.40316 -5.04895 0.64238
C -0.49064 2.84263 5.74932
N -0.35594 1.40819 6.04349
C -0.77283 1.05254 7.41373
C -0.08830 0.50473 5.11756
S -0.39070 0.93355 3.44298
N 0.38286 -0.70335 5.44799
C 0.22035 -1.86898 4.59231
C 1.28633 -0.92573 6.58878
H -0.21376 3.39131 6.64623
H -1.52154 3.08405 5.49096
H 0.16820 3.14013 4.94090
H -1.64419 1.65857 7.65484
H 0.00888 1.27085 8.13986
H -1.05885 0.00832 7.47446
H -0.65478 -1.76105 3.96093
H 0.07785 -2.74624 5.22143
H 1.11388 -2.03516 3.98063
H 1.66641 0.01760 6.96518
H 2.13208 -1.51297 6.23221
H 0.80175 -1.47589 7.39348
```

highest occupied orbital energy: -17.248 eV
LUMO level: -9.577 eV
energy: -43597.2780 eV
frontier orbital gap: 0.28191 Eh
relative energy (zero: lowest compared OMol25 entry of this formula, charge and spin): 0.0 kJ/mol
total charge: +3
largest force on an atom: 0.82 eV/A